# C39H54BF4N8S3Sn

A molecular structure, C39H54BF4N8S3Sn (the ωB97M-V functional and the def2-TZVPD basis, the OMol25 dataset).

Each line ends with the Löwdin charge.
Element x y z (Å)
Sn -0.531 1.757 -3.080  1.16
C -3.523 3.045 -0.628  -0.07
C -2.777 1.943 0.059  -0.25
C -3.421 0.882 0.590  0.06
C -2.695 -0.157 1.233  -0.20
N -1.402 -0.139 1.251  0.18
N -0.739 0.917 0.708  0.03
B 0.758 0.558 0.903  -0.78
N 1.108 0.530 2.454  0.01
N 0.559 -0.014 3.532  0.21
C 1.110 0.316 4.682  -0.17
C 2.237 1.175 4.742  0.09
C 2.782 1.737 3.623  -0.21
C 3.945 2.678 3.607  -0.02
C 2.128 1.379 2.435  -0.47
S 2.261 1.813 0.763  0.98
C 0.441 -0.253 5.933  -0.54
C 0.419 -1.783 5.849  -0.04
C -1.000 0.273 5.981  -0.03
C 1.173 0.168 7.207  -0.06
N 1.111 -0.792 0.188  0.02
N 1.111 -1.834 1.042  0.20
C 1.417 -3.017 0.587  -0.19
C 1.688 -3.218 -0.786  0.07
C 1.695 -2.173 -1.651  -0.22
C 1.993 -2.361 -3.108  -0.04
C 1.420 -0.877 -1.111  -0.56
S 1.639 0.500 -2.121  0.64
C 1.463 -4.180 1.566  -0.54
C 0.353 -5.177 1.196  -0.03
C 1.259 -3.691 2.996  -0.06
C 2.829 -4.871 1.454  -0.04
C -1.335 2.017 0.190  -0.70
S -0.504 3.386 -0.323  0.65
C -3.411 -1.312 1.913  -0.54
C -4.228 -0.737 3.081  -0.03
C -2.406 -2.328 2.444  -0.06
C -4.351 -1.996 0.909  -0.03
H -4.579 2.792 -0.713  0.09
H -3.115 3.222 -1.622  0.04
H -3.418 3.982 -0.078  0.09
H -4.500 0.815 0.515  0.13
H 2.670 1.406 5.706  0.12
H 4.418 2.740 4.584  0.09
H 3.616 3.678 3.314  0.10
H 4.686 2.355 2.874  0.09
H -0.144 -2.115 4.978  0.05
H -0.053 -2.193 6.745  0.09
H 1.432 -2.192 5.781  0.09
H -1.545 -0.020 5.083  0.06
H -1.021 1.364 6.057  0.09
H -1.515 -0.139 6.851  0.09
H 2.205 -0.192 7.224  0.09
H 0.663 -0.266 8.068  0.09
H 1.176 1.252 7.342  0.09
H 1.899 -4.216 -1.151  0.13
H 2.098 -3.421 -3.337  0.09
H 2.911 -1.842 -3.385  0.09
H 1.199 -1.938 -3.722  0.06
H -0.632 -4.709 1.234  0.08
H 0.361 -6.011 1.901  0.09
H 0.497 -5.588 0.194  0.09
H 0.327 -3.134 3.094  0.05
H 2.072 -3.031 3.308  0.09
H 1.231 -4.549 3.671  0.10
H 2.995 -5.309 0.468  0.08
H 2.883 -5.682 2.184  0.09
H 3.644 -4.174 1.663  0.10
H -3.576 -0.251 3.811  0.08
H -4.767 -1.542 3.585  0.09
H -4.963 -0.004 2.740  0.08
H -1.698 -1.863 3.133  0.06
H -1.825 -2.761 1.627  0.07
H -2.939 -3.129 2.961  0.10
H -5.170 -1.344 0.599  0.08
H -4.794 -2.881 1.369  0.09
H -3.809 -2.313 0.015  0.09
C -1.503 5.086 -3.750  -0.08
C -0.502 4.390 -4.663  -0.25
N 0.571 3.658 -3.936  -0.30
C 1.245 4.581 -2.977  -0.26
C 2.490 4.031 -2.304  -0.10
C 1.543 3.088 -4.893  -0.19
C 0.901 2.112 -5.851  -0.23
N 0.096 1.172 -5.079  -0.17
C -0.304 -0.005 -5.678  -0.18
C -0.878 -1.037 -4.917  -0.19
F -1.045 -0.835 -3.578  -0.04
C -1.271 -2.252 -5.428  -0.23
F -1.786 -3.156 -4.581  0.10
C -1.132 -2.547 -6.766  0.07
C -0.587 -1.553 -7.548  -0.21
F -0.435 -1.755 -8.861  0.11
C -0.190 -0.330 -7.040  -0.14
F 0.290 0.569 -7.922  0.08
H -2.370 5.382 -4.340  0.09
H -1.093 5.985 -3.291  0.08
H -1.849 4.430 -2.949  0.02
H -0.024 5.112 -5.333  0.13
H -1.026 3.666 -5.289  0.10
H 0.518 4.840 -2.214  0.04
H 1.490 5.498 -3.526  0.13
H 2.328 3.030 -1.903  -0.02
H 2.738 4.677 -1.462  0.09
H 3.352 4.003 -2.970  0.08
H 2.297 2.555 -4.314  0.10
H 2.042 3.892 -5.448  0.14
H 1.723 1.616 -6.371  0.13
H 0.316 2.629 -6.616  0.12
H -1.438 -3.496 -7.183  0.14

Kohn-Sham gap	6.877	eV
molar mass	936.63	g mol⁻¹
charge	+1

# C2H5O

2 unconnected molecules or ions with the total composition C2H5O (the ωB97M-V functional and the def2-TZVPD basis, the OMol25 dataset).

Each line ends with the Löwdin charge.
Element x y z (Å)
O -0.028 1.552 1.840  -0.61
H 0.427 2.170 2.424  -0.21
C -0.111 -0.964 -1.265  -0.14
C -0.074 -0.245 -0.152  -0.11
H -0.955 -1.351 -1.839  0.01
H 0.738 -1.567 -1.609  0.01
H -0.830 0.440 0.202  0.02
H 0.832 -0.035 0.399  0.03

Kohn-Sham gap	6.773	eV
molar mass	45.06	g mol⁻¹
charge	-1

ΔE to the lowest compared entry with this formula, charge and spin? In order: 15.29 24.10 kcal per mole.